The following is a quantum chemistry calculation of a structure of composition C13H32Ta at a distorted geometry, from the Open Molecules 2025 dataset.

```
46
Properties=species:S:1:pos:R:3:forces:R:3
C -1.935628 3.154326 -0.787159 -0.098 -0.362 0.101
C -1.412167 1.724467 -0.861219 -0.015 0.223 -0.605
C -0.709050 1.412308 -2.174813 0.257 0.181 -0.180
C 0.744292 1.931999 -2.355271 -0.527 0.100 0.051
C 1.516173 2.254671 -1.084798 0.069 -0.178 -0.043
C 1.873983 1.069841 -0.191416 0.249 -0.160 -0.203
C 2.472544 -0.161044 -0.897701 -0.066 0.050 0.355
C 1.550281 -1.373015 -0.824246 0.116 -0.035 -0.131
C 1.590116 -2.082941 0.519324 0.041 0.079 0.140
C 0.888748 -3.432323 0.501523 0.058 0.095 -0.318
C -0.626172 -3.349310 0.377957 0.035 -0.242 0.023
C -1.313984 -2.500504 1.440700 -0.226 0.222 -0.163
C -1.512329 -1.015583 1.052128 0.366 0.168 0.831
Ta -1.220774 0.565144 2.716646 -0.374 -0.928 -0.490
H -1.133783 3.885984 -0.820765 0.099 0.196 -0.082
H -2.485725 3.284085 0.140980 0.048 0.130 0.140
H -2.636050 3.333599 -1.601137 0.007 0.156 -0.225
H -2.269499 1.059072 -0.769623 -0.056 -0.126 0.086
H -0.795177 1.521305 0.007130 0.084 0.010 -0.348
H -1.316282 1.860902 -2.961964 -0.067 -0.086 -0.279
H -0.724261 0.341949 -2.369700 -0.008 -0.208 0.156
H 0.712876 2.834267 -2.965446 0.026 0.169 -0.043
H 1.288809 1.202158 -2.947667 0.160 -0.107 -0.131
H 2.437064 2.769807 -1.362896 0.146 0.049 -0.135
H 0.943294 2.974255 -0.503898 -0.054 0.096 0.196
H 1.012253 0.749309 0.387734 0.016 0.029 -0.082
H 2.589347 1.415262 0.551915 -0.024 0.146 0.181
H 2.740076 0.037218 -1.932585 -0.011 0.177 -0.186
H 3.402819 -0.419440 -0.392444 0.212 -0.099 -0.038
H 0.529239 -1.048170 -1.021782 -0.021 -0.062 -0.254
H 1.828598 -2.093134 -1.596507 -0.024 -0.105 -0.161
H 1.149401 -1.443409 1.285421 0.011 0.081 0.130
H 2.634824 -2.223561 0.802416 0.147 -0.042 0.033
H 1.258101 -3.985647 -0.366840 0.130 -0.172 -0.024
H 1.167672 -4.016739 1.377120 -0.051 0.012 0.235
H -1.013614 -4.368925 0.430250 -0.052 -0.137 -0.099
H -0.871515 -2.965490 -0.612197 -0.165 0.022 -0.142
H -0.770954 -2.597170 2.378212 0.122 -0.075 0.148
H -2.299463 -2.928902 1.622571 -0.106 -0.039 0.154
H -0.913475 -0.776065 0.172565 -0.042 0.112 0.035
H -2.553803 -0.863346 0.758715 -0.150 0.110 -0.132
H -1.623031 1.888952 1.475643 -0.097 0.065 0.969
H 0.576427 0.801779 2.242098 -0.281 0.263 0.295
H -0.787834 -0.759672 3.950529 0.062 -0.057 0.182
H -3.031672 0.508762 3.149577 -0.053 0.286 0.062
H -0.950696 1.822967 4.060922 0.108 -0.006 -0.011
```
Forces are in eV/Å.

The energy above the lowest of the compared OMol25 structures with the same formula, charge and spin comes out at 0.1361 eV. For the largest force on an atom, the calculation gives 0.0217 Eh/bohr. The total charge is -1. Its spin multiplicity is 1. The value obtained for the LUMO energy is 3.15 eV.

Atomic partial charges in e from the natural (NBO) method, atoms 1 to 2: atom 1 (C): -0.6120, atom 2 (C): -0.4307

***

The following is a quantum chemistry calculation of a cluster of 2 separate species, C23H47F2N3O5P in total at a distorted geometry, from the Open Molecules 2025 dataset.

```
81
Properties=species:S:1:pos:R:3:forces:R:3
C 5.696791 4.101053 1.957489 -0.106 -0.185 -0.068
C 5.108879 2.587070 2.051281 1.227 1.348 2.225
N 3.658948 2.626192 1.660349 0.170 -2.732 -1.765
P 3.121426 1.203617 0.807570 -2.571 1.314 1.718
C 3.193270 -0.396307 1.849057 1.207 -0.401 0.142
C 4.629173 -0.702630 2.487103 0.913 -0.316 2.435
N 4.808749 -0.788848 3.803487 -0.224 0.345 -4.265
C 1.247967 1.483081 0.484633 0.800 0.965 -0.879
C 0.707975 0.613196 -0.762707 -1.388 0.083 0.174
C -0.589797 -0.239442 -0.270773 0.097 0.820 -0.866
C -1.976476 0.570754 -0.460476 -0.252 -1.137 -0.356
C -3.169638 -0.334007 0.189169 0.458 0.386 1.034
C -4.381324 0.547351 0.789826 0.550 0.797 -0.419
C -5.755635 0.476877 -0.048817 0.529 -0.560 -0.535
C -6.909667 -0.428707 0.611003 -0.435 0.552 -0.519
C -7.294265 -0.050373 2.125999 -0.945 -1.067 0.066
C -8.542873 0.958244 2.284414 0.331 -0.012 1.396
C -8.013058 2.432700 2.685918 -0.159 0.980 0.133
C -8.275038 3.567136 1.572538 -0.450 -0.478 1.025
O -8.165133 2.945245 0.266043 0.790 1.837 0.424
C -7.709719 3.872302 -0.757315 -0.369 -0.728 -1.208
N 3.840247 0.939584 -0.782637 1.584 0.599 1.768
C 4.083624 2.173354 -1.551814 -0.287 0.780 -7.241
O 3.854944 2.124916 -2.793168 1.181 0.342 6.599
F 4.591296 3.399551 -1.049507 -1.313 -3.460 0.077
C 4.985327 0.011943 -0.776622 4.694 -1.199 -0.420
O 6.179235 0.289437 -0.559866 -5.719 -0.935 -0.945
F 4.671938 -1.354119 -1.109921 -0.119 3.969 1.077
H 6.499131 4.288219 2.774182 -1.236 -0.492 -1.670
H 6.092824 4.278959 0.896563 -0.388 -0.089 1.717
H 4.864822 4.882844 2.168359 1.224 -1.462 -0.335
H 5.744984 1.811504 1.500988 -0.947 1.280 0.418
H 5.163226 2.314032 3.179550 -0.268 0.224 -1.978
H 3.399481 3.504890 1.184473 0.081 -0.661 0.252
H 2.894989 -1.247481 1.134590 0.415 1.256 0.896
H 2.410606 -0.323285 2.681195 1.089 0.221 -1.213
H 5.537567 -0.875303 1.793338 -1.718 0.304 0.743
H 5.822323 -0.998742 3.961576 -1.018 0.116 -0.054
H 1.161280 2.619632 0.252090 0.167 -1.842 0.420
H 0.684525 1.314799 1.466663 0.950 0.042 -1.344
H 0.318234 1.336470 -1.577575 0.932 -1.127 1.266
H 1.487449 -0.072211 -1.246128 -0.985 1.054 0.884
H -0.650082 -1.158152 -0.955092 0.062 1.069 1.420
H -0.452926 -0.486678 0.839900 -0.248 -0.078 -1.650
H -1.931794 1.633935 -0.010891 -0.102 -1.742 -0.558
H -2.195163 0.650594 -1.590898 0.506 0.164 1.704
H -2.674727 -0.878934 1.086032 -0.866 0.667 -1.490
H -3.566197 -1.136774 -0.530850 0.746 1.273 0.940
H -4.026816 1.654269 0.749995 -0.585 -1.790 0.222
H -4.476283 0.290131 1.900525 -0.221 0.321 -1.634
H -6.090070 1.547985 -0.317014 0.198 -1.824 0.773
H -5.489350 -0.019729 -1.067149 -0.462 0.857 1.584
H -7.862829 -0.265865 -0.035392 1.564 -0.296 1.098
H -6.662916 -1.557650 0.486454 -0.148 1.957 0.437
H -7.612574 -1.044382 2.639647 0.606 1.622 -0.850
H -6.435105 0.363759 2.758302 -1.057 -0.645 -1.109
H -9.143570 0.580536 3.206162 0.970 0.628 -1.588
H -9.284022 0.945518 1.409459 1.401 0.152 1.115
H -8.533199 2.777115 3.668260 0.828 -0.509 -1.718
H -6.879991 2.467980 2.928004 -1.803 -0.484 -0.492
H -9.345786 3.968162 1.715880 1.528 -0.413 -0.340
H -7.525398 4.440634 1.720026 -1.182 -1.440 -0.365
H -6.718903 3.471559 -1.202343 -1.352 0.849 0.842
H -8.480461 3.795408 -1.625461 1.276 0.507 1.464
H -7.603095 4.946527 -0.376259 -0.158 -1.573 -0.612
C 6.187873 -3.375415 -2.932266 0.224 -0.032 -0.336
O 6.811496 -4.521185 -3.495941 -0.380 0.082 0.369
C 6.695330 -5.668973 -2.656007 0.056 -0.186 -0.530
C 5.560801 -6.584386 -3.111849 -0.095 0.167 0.475
O 4.289295 -5.950607 -2.974038 0.291 0.159 -0.255
C 3.818252 -5.404322 -4.199444 -0.105 -0.063 0.071
H 6.039648 -2.644880 -3.733303 0.087 -0.113 0.065
H 5.216354 -3.608060 -2.491905 0.004 -0.083 0.013
H 6.842835 -2.935902 -2.174810 -0.039 0.074 0.125
H 6.565197 -5.372024 -1.609391 -0.095 -0.022 -0.057
H 7.639477 -6.217126 -2.732984 -0.041 0.000 0.022
H 5.547160 -7.470761 -2.469471 0.029 0.026 -0.036
H 5.715854 -6.920436 -4.142716 0.051 0.109 0.046
H 3.393120 -6.200601 -4.816961 0.004 0.050 -0.109
H 4.607838 -4.892941 -4.757567 -0.007 -0.067 0.072
H 3.032124 -4.681828 -3.970758 0.027 -0.105 0.060
```
Forces are in eV/Å.

For the largest force on an atom, the calculation gives 0.1417 Eh/bohr. The total charge is +1. Its spin multiplicity is 1. The value obtained for the LUMO energy is -4.34 eV.

Atomic partial charges in e from the Mulliken method, atoms 1 to 2: atom 1 (C): -1.1982, atom 2 (C): 0.0275

***

The following is a quantum chemistry calculation of a structure of composition C10H27BBeF4NO6 at a distorted geometry, from the Open Molecules 2025 dataset.

```
50
Properties=species:S:1:pos:R:3:forces:R:3
Be 12.065190 16.792490 30.218690 0.948 0.463 0.695
B 12.586560 18.555900 32.698350 -1.734 1.478 2.226
F 11.463330 17.794910 32.423690 -2.767 -2.196 -1.518
F 13.196630 17.913850 33.713200 1.546 -0.337 0.941
F 13.227730 18.509570 31.509360 1.936 -0.012 -2.620
F 12.109220 19.828560 33.077890 0.775 -0.293 -0.586
C 13.879250 20.059530 29.133350 0.133 2.122 0.847
O 13.818600 18.774030 28.783120 0.830 -4.920 -1.043
C 15.116630 18.176000 28.416260 -1.563 0.909 -0.480
C 14.874310 16.687060 28.293830 -0.389 0.094 -0.128
N 14.540160 16.227060 29.644960 -1.277 -0.625 0.146
C 14.704370 14.767760 29.871020 0.305 0.690 0.520
C 14.294250 14.373380 31.338030 -1.135 -0.102 -1.401
O 13.133450 15.135200 31.673760 -0.672 1.177 0.417
C 12.625310 14.849850 32.987400 -0.179 -0.493 0.852
H 14.189080 20.606310 28.242760 0.070 0.905 0.261
H 14.548630 20.166520 29.986930 0.292 0.589 -0.023
H 12.887190 20.327550 29.496760 0.046 0.368 -0.239
H 15.881870 18.440260 29.146110 -0.026 -0.096 0.357
H 15.419090 18.642060 27.478490 0.110 -0.158 -0.219
H 15.685360 16.112600 27.846290 0.562 0.270 0.214
H 14.043330 16.517780 27.609060 -0.283 0.100 0.132
H 15.190760 16.728180 30.232930 -0.243 0.076 0.717
H 15.737820 14.491270 29.662130 0.259 -0.105 0.348
H 14.159530 14.269630 29.069070 -0.492 -0.197 0.471
H 15.042960 14.476800 32.123420 0.287 0.388 -0.308
H 13.951770 13.338590 31.341230 0.382 -0.324 -0.108
H 12.145620 13.871760 33.023910 -0.424 -0.051 -0.471
H 11.975890 15.630200 33.384160 -0.102 0.088 -0.774
H 13.357830 14.744500 33.787660 0.875 0.346 -0.478
C 10.969460 18.449480 27.394430 0.757 0.421 0.840
C 10.109460 19.111720 28.520990 -0.246 -0.859 -1.901
O 10.672360 18.974180 29.789740 1.043 -0.847 0.179
O 11.374210 17.085110 27.768160 -0.184 1.114 0.554
H 11.879620 19.024740 27.224810 0.221 -0.106 0.481
H 10.512800 18.480340 26.405180 -0.675 -0.321 0.309
H 9.141620 18.610560 28.505740 -0.274 0.122 -0.012
H 9.989940 20.168750 28.283320 -0.077 -0.006 -0.236
H 10.336890 19.693320 30.330020 0.254 -0.114 0.596
H 11.125460 16.481110 27.064660 -0.081 -0.095 0.123
C 10.141070 14.178150 28.996200 -0.848 0.372 0.826
C 9.561000 14.616690 30.359440 -0.264 0.553 -1.507
O 9.585130 16.044180 30.405830 1.440 0.556 -0.416
O 11.515180 14.472080 29.010050 1.103 0.350 0.740
H 9.702040 14.753500 28.181130 -0.541 -0.045 0.123
H 9.903210 13.121750 28.871480 0.348 -0.152 -0.111
H 10.163670 14.247600 31.189290 -0.346 -0.499 -0.009
H 8.499840 14.368790 30.335190 0.172 -0.733 0.500
H 8.844720 16.379160 30.916900 0.185 0.197 0.285
H 11.958340 14.178020 28.210840 -0.057 -0.061 -0.114
```
Forces are in eV/Å.

The energy above the lowest of the compared OMol25 structures with the same formula, charge and spin comes out at 1.5850 eV. For the largest force on an atom, the calculation gives 0.0991 Eh/bohr. The total charge is +1. Its spin multiplicity is 1. The value obtained for the LUMO energy is -4.34 eV.

Atomic partial charges in e from the natural (NBO) method, atoms 1 to 2: atom 1 (Be): 1.6331, atom 2 (B): 1.3220

***

The following is a quantum chemistry calculation of a cluster of 8 separate species, C8H26O7 in total at a distorted geometry, from the Open Molecules 2025 dataset.

```
41
Properties=species:S:1:pos:R:3:forces:R:3
C -1.897524 -2.339058 0.144139 -0.172 -1.463 -1.148
C -0.660786 -1.992614 0.456329 -0.287 2.300 0.690
C -0.465824 -0.513240 0.629993 -0.659 0.402 -0.024
C 0.231543 0.191506 1.517283 1.706 0.562 1.465
C 1.060947 -0.350429 2.678880 -0.098 -1.162 -1.030
C 0.597038 1.638367 1.446054 0.197 0.305 -0.127
C -0.093574 2.666638 1.920955 -3.011 0.517 0.819
C 1.969886 2.043157 0.962038 1.027 0.183 -1.149
H -2.699952 -1.665322 0.000093 -0.054 1.330 0.236
H -2.323997 -3.270391 -0.178103 0.816 -1.110 0.352
H 0.253960 -2.535454 0.582387 -0.279 -1.139 0.230
H -1.094952 0.051683 -0.051473 0.325 0.171 -0.208
H 0.805579 0.035845 3.674264 -0.556 -0.391 -0.330
H 2.099908 -0.079249 2.562681 0.406 0.140 -0.281
H 1.030128 -1.437223 2.540456 0.022 -0.004 0.983
H -1.063594 2.560112 2.479571 0.799 -0.546 -0.763
H 0.009608 3.743574 1.745390 1.199 -0.471 0.115
H 2.572204 2.609726 1.661668 -0.596 0.702 0.277
H 2.778266 1.436628 0.581514 -0.532 -1.536 0.422
H 1.820738 2.559748 0.032309 -0.173 1.239 -0.278
O 0.607120 -0.552231 -2.363424 -0.526 0.087 -0.172
H -0.102748 0.099058 -2.483387 0.205 0.233 -0.116
H 0.214903 -1.346107 -2.793425 1.774 0.796 0.665
O -1.239556 1.331856 -3.092862 0.944 -0.914 -1.086
H -2.189298 1.239747 -3.101366 -0.141 0.630 0.595
H -0.858661 1.972807 -2.477734 -1.243 0.361 0.251
O 3.490126 -0.819606 0.311722 0.837 -0.081 0.669
H 3.152419 -0.040332 -0.127823 -0.443 -0.378 -0.453
H 3.033742 -1.609072 0.026599 -0.247 0.098 -0.228
O -1.215930 3.033132 -0.972182 -0.096 0.244 -0.051
H -2.134422 3.178418 -0.665808 1.113 -0.321 0.156
H -0.629204 2.713642 -0.256998 -0.951 0.255 0.073
O -3.388822 -0.519257 1.699280 -0.042 0.927 0.899
H -3.833304 0.321929 1.861098 -0.448 -0.073 -0.330
H -2.692990 -0.427029 2.368628 0.206 -0.560 -0.314
O 1.658660 -2.673867 -1.522283 0.360 -1.067 0.472
H 1.289329 -2.216843 -0.756052 0.236 0.289 -0.619
H 2.530274 -2.306551 -1.707912 -0.296 0.169 -0.129
O -0.929903 -2.480880 -3.396881 -0.272 -0.889 -0.295
H -0.689543 -2.724555 -2.491195 -0.222 0.076 -0.097
H -1.001813 -1.528245 -3.444418 -0.829 0.090 -0.140
```
Forces are in eV/Å.

The energy above the lowest of the compared OMol25 structures with the same formula, charge and spin comes out at 3.6796 eV. Its SMILES is C=C/C=C(\C)C(=C)C.O.O.O.O.O.O.O. For the largest force on an atom, the calculation gives 0.0615 Eh/bohr. Its spin multiplicity is 1. The value obtained for the LUMO energy is 0.09 eV.

Atomic partial charges in e from the natural (NBO) method, atoms 1 to 2: atom 1 (C): -0.3429, atom 2 (C): -0.2539

***

The following is a quantum chemistry calculation of the ion C4H5O4 with charge -1 at a distorted geometry, from the Open Molecules 2025 dataset.

```
13
Properties=species:S:1:pos:R:3:forces:R:3
O 2.372043 0.156453 -0.793056 1.467 0.358 -0.598
C 1.453319 -0.658631 -0.365383 0.354 1.001 -0.964
O 1.442106 -0.888429 1.060452 0.568 -1.197 2.098
C 0.539012 0.017417 0.542847 -2.487 0.593 -1.436
O 0.825283 1.378295 0.549791 1.129 -0.693 0.933
C -0.951447 -0.300975 0.602554 0.370 2.097 0.014
C -1.763519 0.318532 -0.500959 0.511 -0.573 1.868
O -1.547231 -1.107727 -0.410123 -0.431 0.415 0.404
H 1.192193 -1.471031 -1.003805 -0.344 -1.012 -0.081
H 1.823398 1.225786 0.098989 -1.482 0.211 -0.273
H -1.425382 -0.248962 1.628622 0.338 -0.652 -1.160
H -2.702230 0.733774 -0.116246 -0.111 -0.456 -0.687
H -1.257547 0.845496 -1.293687 0.118 -0.092 -0.119
```
Forces are in eV/Å.

The energy above the lowest of the compared OMol25 structures with the same formula, charge and spin comes out at 4.3365 eV. Its SMILES is [O-][C@H]1O[C@]1(O)[C@H]1CO1. For the largest force on an atom, the calculation gives 0.0570 Eh/bohr. The total charge is -1. Its spin multiplicity is 1. The value obtained for the LUMO energy is 3.97 eV.

Atomic partial charges in e from the natural (NBO) method, atoms 1 to 2: atom 1 (O): -0.8629, atom 2 (C): 0.3140

***

Number 1: HOMO level -4.730 eV, electronic energy -571.31087 hartree. Number 2: HOMO level -10.934 eV, electronic energy -1985.58907 hartree. Number 3: HOMO level -12.757 eV, electronic energy -1342.34323 hartree. Number 4: HOMO level -9.149 eV, electronic energy -846.93518 hartree. Number 5: HOMO level -3.435 eV, electronic energy -456.31506 hartree.